Record 1
The following is a DFT calculation (ωB97M-V with the def2-TZVPD basis set) of a cluster of 2 separate species, C24H48N7O3P2S in total.

Structure (XYZ):
```
85
Properties=species:S:1:pos:R:3
N -9.893 2.785 -5.952
P -9.294 4.130 -5.554
O -9.718 5.308 -6.548
O -9.728 4.676 -4.110
C -7.467 4.242 -5.455
N -6.779 4.200 -6.607
N -5.483 4.213 -6.537
C -4.911 4.267 -5.323
C -3.416 4.220 -5.261
C -2.886 2.801 -5.527
C -1.438 2.619 -5.074
C -1.315 2.433 -3.552
S -0.043 1.235 -3.049
C -1.056 -0.124 -2.665
N -2.099 -0.179 -1.916
N -2.506 -1.512 -1.904
C -1.681 -2.138 -2.654
O -0.713 -1.348 -3.157
N -5.595 4.340 -4.181
N -6.902 4.329 -4.253
H -9.251 2.028 -6.131
H -9.722 6.190 -6.155
H -9.032 5.137 -3.624
H -3.111 4.574 -4.271
H -3.013 4.902 -6.015
H -2.967 2.589 -6.598
H -3.531 2.081 -5.007
H -0.858 3.501 -5.372
H -0.995 1.763 -5.589
H -1.036 3.359 -3.042
H -2.258 2.104 -3.110
H -1.657 -3.191 -2.896
C 5.511 -4.456 1.714
C 5.531 -3.341 2.755
C 4.432 -3.498 3.805
C 3.010 -3.157 3.335
P 2.541 -1.411 3.325
C 3.002 -0.737 4.943
C 2.591 -1.481 6.223
C 1.121 -1.425 6.650
C 0.521 -0.024 6.690
C 0.743 -1.355 3.188
C 0.022 -1.926 1.959
C 0.215 -1.190 0.637
C 0.001 0.317 0.709
C 3.436 -0.273 2.230
C 3.422 -0.283 0.691
C 3.648 -1.619 -0.036
C 5.029 -1.711 -0.680
H 4.551 -4.525 1.197
H 6.278 -4.302 0.957
H 5.700 -5.420 2.187
H 5.462 -2.366 2.265
H 6.494 -3.354 3.267
H 4.669 -2.918 4.699
H 4.416 -4.542 4.125
H 2.288 -3.585 4.040
H 2.777 -3.616 2.372
H 2.673 0.304 4.960
H 4.095 -0.694 4.912
H 3.194 -1.043 7.022
H 2.907 -2.525 6.158
H 1.073 -1.855 7.652
H 0.506 -2.083 6.033
H 0.991 0.584 7.465
H -0.545 -0.068 6.908
H 0.632 0.510 5.744
H 0.439 -0.325 3.393
H 0.419 -1.937 4.054
H -1.039 -1.922 2.219
H 0.295 -2.978 1.833
H -0.503 -1.613 -0.071
H 1.201 -1.416 0.228
H -1.038 0.553 0.942
H 0.223 0.774 -0.255
H 0.635 0.799 1.458
H 4.464 -0.309 2.602
H 3.055 0.700 2.561
H 4.219 0.403 0.398
H 2.501 0.191 0.355
H 2.894 -1.732 -0.816
H 3.502 -2.463 0.640
H 5.119 -0.982 -1.486
H 5.207 -2.699 -1.104
H 5.825 -1.506 0.039
```

Values from the calculation:
- lowest unoccupied orbital energy (eV) = -2.35
- net charge = +1
- HOMO level (eV) = -10.72
- electronic energy (eV) = -71646.087

Record 2
The following is a DFT calculation (ωB97M-V with the def2-TZVPD basis set) of a structure of composition C13H18F9N2O2TeTi in a non-equilibrium geometry.

Structure (XYZ):
```
46
Properties=species:S:1:pos:R:3
Ti -0.107 0.578 0.309
C 2.958 -1.474 -0.757
C 2.726 -0.081 -1.315
N 1.312 0.291 -1.582
C 1.320 1.598 -2.309
C 2.035 2.724 -1.581
C 0.638 -0.691 -2.473
C 0.027 -1.886 -1.729
N -0.471 -1.369 -0.487
C -1.614 -1.584 0.141
C -1.835 -0.537 1.098
F -1.267 1.062 -1.032
C -3.032 -0.626 1.756
F -3.403 0.298 2.666
C -3.961 -1.646 1.558
C -3.700 -2.650 0.631
F -4.587 -3.632 0.447
C -2.538 -2.637 -0.089
F -2.266 -3.604 -0.973
H 3.992 -1.543 -0.417
H 2.820 -2.247 -1.512
H 2.308 -1.679 0.089
H 3.284 0.028 -2.255
H 3.116 0.655 -0.615
H 0.280 1.859 -2.485
H 1.800 1.435 -3.283
H 1.763 2.785 -0.526
H 1.742 3.669 -2.037
H 3.119 2.644 -1.653
H 1.337 -1.038 -3.242
H -0.170 -0.153 -2.965
H 0.775 -2.650 -1.515
H -0.746 -2.348 -2.344
H -4.886 -1.659 2.119
C 1.371 -0.867 2.599
O 0.996 -0.116 1.475
H 1.959 -1.737 2.296
H 0.475 -1.200 3.124
H 1.967 -0.246 3.268
F -2.676 3.186 3.400
Te -1.358 2.829 2.173
F -2.740 2.357 1.061
F -1.555 4.533 1.481
F -1.010 1.349 3.225
F -0.142 3.663 3.300
O -0.055 2.355 0.960
```

Values from the calculation:
- 2S+1 = 2
- lowest unoccupied orbital energy (spin up / spin down) (eV) = -0.50 / -2.18
- HOMO level (spin up / spin down) (eV) = -8.80 / -9.49
- electronic energy (eV) = -75715.912

Record 3
The following is a DFT calculation (ωB97M-V with the def2-TZVPD basis set) of a cluster of 2 separate species, C6H14NO in total in a non-equilibrium geometry.

Structure (XYZ):
```
22
Properties=species:S:1:pos:R:3
C 4.119 -0.165 0.047
C 2.701 0.395 -0.154
N 1.853 -0.288 0.770
C 0.483 0.007 0.513
C -0.291 -0.810 -0.542
C -3.760 0.948 -0.258
C -3.774 -0.243 0.499
O -3.298 -1.290 0.134
H 4.808 -0.005 -0.790
H 4.538 0.262 0.962
H 3.998 -1.233 0.235
H 2.416 0.214 -1.216
H 2.704 1.517 -0.057
H -0.097 -0.214 1.429
H 0.339 1.097 0.292
H -1.347 -0.533 -0.552
H -0.274 -1.834 -0.150
H 0.182 -0.874 -1.527
H -3.626 0.708 -1.306
H -4.508 1.698 -0.058
H -2.760 0.833 0.319
H -4.408 -0.188 1.408
```

Values from the calculation:
- lowest unoccupied orbital energy (eV) = 3.16
- net charge = -1
- HOMO level (eV) = -1.10
- electronic energy (eV) = -9983.186

Record 4
The following is a DFT calculation (ωB97M-V with the def2-TZVPD basis set) of a cluster of 3 separate species, C2H3NO3 in total in a non-equilibrium geometry.

Structure (XYZ):
```
9
Properties=species:S:1:pos:R:3
C -1.089 0.516 0.188
C -0.022 -0.052 0.690
N 1.350 0.062 0.048
O 1.804 -0.837 -0.579
O 1.987 1.069 0.281
O -2.138 0.923 0.000
H -1.539 -0.784 -1.259
H -0.707 -0.950 -1.096
H 0.353 0.052 1.726
```

Values from the calculation:
- lowest unoccupied orbital energy (eV) = -0.62
- HOMO level (eV) = -10.20
- electronic energy (eV) = -9748.485

Record 5
The following is a DFT calculation (ωB97M-V with the def2-TZVPD basis set) of the molecule C3H2N2O3 in a non-equilibrium geometry.

Structure (XYZ):
```
10
Properties=species:S:1:pos:R:3
O 0.248 1.807 0.354
C -0.218 0.776 0.027
O -1.560 0.816 -0.310
N -1.971 -0.498 -0.076
C -1.068 -1.430 0.221
C 0.194 -0.668 -0.042
N 1.488 -1.015 0.096
O 2.310 0.067 -0.273
H -1.179 -2.572 0.347
H 3.125 -0.424 0.107
```

Values from the calculation:
- lowest unoccupied orbital energy (eV) = -1.19
- SMILES string = O=C1ON=C/C1=N/O
- HOMO level (eV) = -10.09
- electronic energy (eV) = -12260.873

Record 6
The following is a DFT calculation (ωB97M-V with the def2-TZVPD basis set) of the molecule C18H27N3O4S in a non-equilibrium geometry.

Structure (XYZ):
```
53
Properties=species:S:1:pos:R:3
O -0.776 0.103 4.377
C -1.482 -0.781 3.699
C -2.747 -1.430 3.965
N -3.490 -1.430 2.996
C -4.482 -2.647 3.143
C -5.143 -2.806 1.878
O -4.689 -2.294 0.760
C -4.260 -0.806 0.799
C -3.999 -0.463 2.055
N -1.018 -1.370 2.578
C 0.160 -1.084 1.723
C 0.216 -1.751 0.298
C 1.478 -1.409 -0.336
C 2.502 -0.502 0.169
S 4.141 -0.562 -0.770
O 3.788 -1.319 -2.091
O 5.194 -0.602 0.189
N 3.847 1.052 -1.153
C 2.837 1.594 -2.248
C 3.652 1.499 -3.558
C 2.680 1.633 -4.559
C 2.177 3.259 -4.382
C 1.469 3.197 -3.169
C 2.548 3.051 -1.898
C 2.446 -0.215 1.407
C 1.327 -0.345 2.162
H -3.229 -0.579 4.667
H -2.669 -2.317 4.749
H -5.073 -2.278 3.914
H -4.013 -3.641 3.454
H -5.689 -3.901 1.630
H -6.238 -2.493 1.877
H -3.763 -0.870 0.038
H -5.458 -0.492 0.348
H -4.989 -0.038 2.518
H -3.179 0.207 2.016
H -1.557 -1.913 2.186
H -0.484 -2.243 0.043
H 1.554 -1.941 -1.343
H 4.775 1.759 -1.107
H 2.152 0.768 -2.079
H 4.577 1.992 -3.495
H 4.041 0.285 -3.758
H 3.242 1.838 -5.639
H 1.819 1.103 -4.652
H 2.817 3.948 -4.621
H 1.496 3.305 -5.132
H 0.702 2.299 -3.069
H 0.997 4.228 -2.893
H 3.300 3.636 -1.857
H 1.974 3.113 -0.924
H 3.409 0.454 1.932
H 1.110 0.198 3.166
```

Values from the calculation:
- lowest unoccupied orbital energy (eV) = 0.30
- SMILES string = O=C(CN1CCOCC1)Nc1ccc(S(=O)(=O)NC2CCCCC2)cc1
- HOMO level (eV) = -8.35
- electronic energy (eV) = -42581.058

Record 7
The following is a DFT calculation (ωB97M-V with the def2-TZVPD basis set) of a cluster of 12 separate species, CH25O12 in total in a non-equilibrium geometry.

Structure (XYZ):
```
38
Properties=species:S:1:pos:R:3
C 0.406 -0.231 0.058
O -0.852 0.413 0.154
H 1.136 0.430 0.526
H 0.467 -1.242 0.461
H 0.938 -0.290 -0.892
O 1.065 -4.029 2.110
H 1.873 -3.703 1.715
H 0.408 -3.942 1.419
O 1.342 0.010 -3.415
H 0.668 0.158 -2.752
H 1.790 -0.786 -3.128
O 2.386 2.681 -0.945
H 2.307 3.633 -0.880
H 1.519 2.352 -0.705
O 2.546 -2.284 -2.615
H 3.458 -2.342 -2.898
H 2.579 -2.419 -1.668
O -1.024 1.394 3.232
H -1.030 1.096 2.323
H -0.563 0.703 3.708
O -1.198 1.574 -2.540
H -1.974 1.197 -2.953
H -1.066 1.048 -1.751
O -1.791 -2.025 2.312
H -1.535 -1.153 2.013
H -1.721 -2.576 1.532
O -2.435 -1.454 -1.589
H -2.125 -0.833 -0.931
H -2.245 -2.315 -1.215
O 2.140 1.743 2.417
H 2.601 1.177 3.036
H 1.763 1.140 1.776
O -0.238 3.256 0.201
H -0.449 2.325 0.273
H -1.088 3.688 0.118
O -3.484 0.802 0.752
H -2.575 0.620 0.515
H -3.997 0.185 0.230
```

Values from the calculation:
- 2S+1 = 2
- lowest unoccupied orbital energy (spin up / spin down) (eV) = -0.97 / -4.98
- HOMO level (spin up / spin down) (eV) = -10.97 / -10.96
- electronic energy (eV) = -26008.565

Record 8
The following is a DFT calculation (ωB97M-V with the def2-TZVPD basis set) of a structure of composition C10H13F3NO2SYb in a non-equilibrium geometry.

Structure (XYZ):
```
31
Properties=species:S:1:pos:R:3
Yb -0.056 -0.351 -0.182
C 2.941 1.116 0.240
O 1.907 0.735 -0.702
C 1.563 1.767 -1.660
C 0.328 2.551 -1.187
O -0.798 1.661 -0.991
C -1.734 1.617 -2.100
H 3.786 1.563 -0.291
H 3.289 0.196 0.723
H 2.565 1.822 0.990
H 1.358 1.252 -2.615
H 2.413 2.446 -1.803
H 0.074 3.330 -1.915
H 0.520 3.027 -0.214
H -1.906 2.626 -2.486
H -2.684 1.242 -1.703
H -1.373 0.971 -2.916
F -3.051 -4.510 1.553
C -1.981 -4.593 2.345
F -1.031 -5.248 1.671
F -2.305 -5.312 3.409
C -1.483 -3.208 2.744
C -1.411 -2.830 4.074
C -0.924 -1.563 4.387
C -0.503 -0.736 3.368
N -0.558 -1.086 2.065
C -1.068 -2.317 1.745
S -1.186 -2.712 0.037
H -1.728 -3.513 4.850
H -0.867 -1.234 5.412
H -0.106 0.249 3.586
```

Values from the calculation:
- 2S+1 = 2
- lowest unoccupied orbital energy (spin up / spin down) (eV) = -7.64 / -10.13
- net charge = +2
- HOMO level (spin up / spin down) (eV) = -15.64 / -15.29
- electronic energy (eV) = -66667.865